(1)
C16H33BO7 | ωB97M-V/def2-TZVPD

Summary:
* SMILES: CCOB(O)COC=O.C1CCOC1.C1CCOC1.C1CCOC1
* HOMO: -9.13 eV
* Kohn-Sham gap: 9.7 eV

Atoms and positions in Å:
C: -1.010 0.815 -4.526
C: -1.020 1.096 -2.948
O: 0.352 0.989 -2.472
B: 0.619 2.016 -1.504
O: 0.007 1.864 -0.197
C: 1.600 3.292 -1.790
O: 1.046 4.277 -2.708
C: -0.235 4.705 -2.324
O: -0.575 5.084 -1.198
H: -1.466 1.654 -5.148
H: -1.590 -0.155 -4.692
H: 0.060 0.638 -4.882
H: -1.344 2.192 -2.812
H: -1.756 0.437 -2.382
H: -0.792 2.425 -0.122
H: 1.988 3.726 -0.811
H: 2.525 2.857 -2.318
H: -1.024 4.747 -3.157
C: -0.947 -1.581 -9.364
C: 0.339 -0.801 -9.197
C: 0.020 0.081 -8.006
O: -0.906 -0.646 -7.187
C: -1.383 -1.780 -7.925
H: -0.824 -2.521 -9.905
H: -1.684 -0.972 -9.897
H: 1.158 -1.484 -8.948
H: 0.627 -0.233 -10.083
H: -0.467 1.011 -8.318
H: 0.908 0.333 -7.421
H: -0.927 -2.677 -7.492
H: -2.467 -1.856 -7.821
C: 0.111 1.605 4.798
C: -0.424 1.883 3.409
C: -0.681 0.484 2.885
O: -1.012 -0.330 4.019
C: -0.709 0.400 5.216
H: 0.011 2.447 5.485
H: 1.170 1.335 4.740
H: -1.368 2.435 3.479
H: 0.259 2.455 2.780
H: 0.216 0.063 2.420
H: -1.497 0.451 2.159
H: -1.657 0.704 5.672
H: -0.177 -0.248 5.916
C: 1.664 -4.050 7.460
C: 0.622 -4.095 8.557
C: 0.749 -2.713 9.169
O: 1.160 -1.831 8.117
C: 1.556 -2.615 6.984
H: 1.496 -4.777 6.664
H: 2.657 -4.230 7.883
H: -0.373 -4.220 8.119
H: 0.779 -4.897 9.280
H: 1.521 -2.692 9.946
H: -0.189 -2.357 9.601
H: 0.783 -2.509 6.215
H: 2.498 -2.233 6.584

---

(2)
Br2IOP | ωB97M-V/def2-TZVPD

Summary:
* ΔE to the lowest compared entry with this formula, charge and spin: 209.5 kJ/mol
* HOMO (alpha / beta): -10.11 / -10.10 eV
* Kohn-Sham gap (alpha / beta): 6.3 / 6.3 eV

Atoms and positions in Å:
O: 0.436 1.635 -0.002
P: -0.077 0.341 0.001
Br: 1.896 -1.854 0.680
Br: -0.104 -0.427 -2.097
I: -2.152 0.306 1.418

---

(3)
C17H20Cl3NO3PtS2 | ωB97M-V/def2-TZVPD

Summary:
* ΔE to the lowest compared entry with this formula, charge and spin: 274.8 kJ/mol
* 2S+1: 5
* charge: -2
* expectation value of S²: 6.05
* HOMO (alpha / beta): 0.06 / -1.55 eV
* Kohn-Sham gap (alpha / beta): 4.6 / 5.8 eV

Atoms and positions in Å:
C: 3.059 1.381 0.449
C: 2.268 2.469 0.856
C: 1.132 2.553 0.033
C: 2.600 3.419 1.950
C: 1.200 1.508 -0.962
C: 2.432 0.777 -0.725
C: 3.144 0.137 -1.832
C: 4.323 0.970 1.091
C: 0.115 3.617 0.094
C: 0.619 1.640 -2.312
Pt: 0.690 -0.353 0.153
Cl: 0.618 0.258 2.480
Cl: 2.527 -1.657 0.729
Cl: -1.425 0.573 -0.149
H: 3.145 2.891 2.739
H: 1.671 3.825 2.362
H: 3.219 4.229 1.530
H: -0.356 3.662 1.091
H: -0.692 3.459 -0.635
H: 0.559 4.621 -0.060
H: -0.398 2.026 -2.248
H: 0.612 0.698 -2.863
H: 1.196 2.367 -2.894
H: 2.473 -0.228 -2.611
H: 3.718 -0.813 -1.431
H: 3.820 0.879 -2.272
H: 4.206 0.823 2.189
H: 5.064 1.789 0.976
H: 4.703 0.042 0.630
O: 3.786 -2.020 -1.182
H: 2.976 -2.567 -1.158
O: -3.825 -4.279 -2.596
S: -3.569 -2.968 -2.064
O: -3.923 -1.811 -2.861
N: -2.021 -2.823 -1.504
C: -1.899 -2.545 -0.220
S: -0.377 -2.549 0.496
C: -3.171 -2.548 0.495
C: -3.412 -2.324 1.854
C: -4.722 -2.377 2.320
C: -5.770 -2.700 1.417
C: -5.516 -2.950 0.062
C: -4.196 -2.870 -0.384
H: -2.560 -2.058 2.479
H: -4.934 -2.235 3.379
H: -6.800 -2.825 1.780
H: -6.307 -3.119 -0.671

---

(4)
C27H35Cl3N4O3SiTm | ωB97M-V/def2-TZVPD

Summary:
* ΔE to the lowest compared entry with this formula, charge and spin: 145.3 kJ/mol
* 2S+1: 3
* charge: -1
* expectation value of S²: 2.00
* HOMO (alpha / beta): -4.38 / -4.38 eV
* Kohn-Sham gap (alpha / beta): 7.0 / 7.0 eV

Atoms and positions in Å:
Tm: 8.431 10.174 13.083
C: 11.350 12.780 11.970
C: 11.070 13.345 13.309
C: 10.156 12.793 14.342
N: 8.865 12.418 13.823
C: 7.981 13.357 13.700
C: 8.248 14.735 14.017
C: 7.485 15.848 14.086
C: 6.063 16.033 14.009
C: 5.247 15.010 13.623
C: 5.518 13.689 13.202
C: 6.678 12.878 13.154
N: 6.672 11.652 12.640
C: 5.451 11.349 11.864
C: 5.565 10.008 11.096
C: 6.738 9.725 10.108
N: 8.101 9.707 10.745
C: 9.123 9.278 10.039
C: 8.975 8.850 8.676
C: 9.683 7.914 7.947
C: 10.851 7.268 8.246
C: 11.740 7.628 9.283
C: 11.582 8.555 10.319
C: 10.422 9.276 10.797
N: 10.357 9.976 11.911
C: 11.581 10.281 12.617
C: 12.237 11.541 11.994
H: 11.815 13.510 11.328
H: 10.410 12.568 11.434
H: 10.761 14.347 13.075
H: 12.095 13.391 13.771
H: 9.950 13.553 15.110
H: 10.628 11.959 14.843
H: 9.263 14.975 14.198
H: 7.993 16.774 14.351
H: 5.682 17.011 14.254
H: 4.204 15.306 13.329
H: 4.559 13.270 12.931
H: 5.281 12.157 11.121
H: 4.546 11.291 12.469
H: 4.672 9.980 10.490
H: 5.580 9.145 11.804
H: 6.833 10.489 9.323
H: 6.415 8.843 9.564
H: 8.085 9.089 8.158
H: 9.316 7.601 7.039
H: 11.132 6.429 7.636
H: 12.746 7.210 9.246
H: 12.424 8.907 10.854
H: 12.313 9.433 12.429
H: 11.420 10.456 13.677
H: 12.432 11.287 10.939
H: 13.234 11.807 12.404
Cl: 6.144 5.866 15.156
C: 6.433 6.165 13.479
Cl: 7.371 4.808 12.844
Cl: 4.891 6.307 12.593
C: 7.122 7.612 13.319
O: 8.146 7.652 12.664
O: 6.430 8.613 13.739
C: 12.001 8.341 15.711
Si: 10.293 8.999 16.112
C: 9.342 7.434 16.715
C: 10.634 10.229 17.534
O: 9.561 9.654 14.886
H: 12.467 7.828 16.676
H: 12.672 9.064 15.372
H: 11.889 7.446 14.977
H: 9.916 6.961 17.545
H: 9.269 6.740 15.875
H: 8.352 7.745 17.144
H: 11.452 10.892 17.238
H: 10.972 9.690 18.388
H: 9.720 10.715 17.807

---

(5)
C8H18O | ωB97M-V/def2-TZVPD

Summary:
* SMILES: CC(C)(C)CC(C)(C)O
* ΔE to the lowest compared entry with this formula, charge and spin: 1.4 kJ/mol
* HOMO: -9.75 eV
* Kohn-Sham gap: 10.6 eV

Atoms and positions in Å:
C: -2.233 -1.329 0.219
C: -1.259 -0.147 0.132
C: -1.298 0.613 1.454
C: -1.721 0.759 -1.010
C: 0.179 -0.800 -0.171
C: 1.429 0.025 0.084
C: 1.495 1.369 -0.640
C: 2.634 -0.897 -0.459
O: 1.577 0.193 1.477
H: -3.253 -0.975 0.367
H: -2.208 -1.919 -0.695
H: -1.980 -1.979 1.055
H: -0.922 -0.009 2.262
H: -0.692 1.513 1.415
H: -2.322 0.906 1.691
H: -1.657 0.240 -1.965
H: -2.761 1.049 -0.858
H: -1.134 1.670 -1.073
H: 0.254 -1.680 0.469
H: 0.167 -1.114 -1.215
H: 1.218 1.254 -1.684
H: 2.510 1.763 -0.593
H: 0.832 2.091 -0.171
H: 2.589 -0.976 -1.541
H: 3.580 -0.435 -0.177
H: 2.597 -1.889 -0.017
H: 2.376 0.705 1.643

---

(6)
C3H6BrClIN | ωB97M-V/def2-TZVPD

Summary:
* ΔE to the lowest compared entry with this formula, charge and spin: 27.3 kJ/mol
* HOMO: -8.98 eV
* Kohn-Sham gap: 8.5 eV

Atoms and positions in Å:
C: 0.779 -1.065 0.884
C: -1.151 -0.580 -0.685
C: 0.476 1.152 -0.231
N: 0.110 -0.138 -0.122
Cl: 2.117 1.573 0.326
Br: -0.904 2.361 1.154
I: 0.159 2.212 -2.064
H: 0.404 -2.038 0.983
H: 1.826 -1.011 0.642
H: 0.614 -0.557 1.806
H: -1.048 -1.486 -1.092
H: -1.995 -0.476 0.030
H: -1.386 0.054 -1.630

---

no.,DFT total energy (eV)
1,-32134.8001
2,-159521.6857
3,-88067.7150
4,-115650.8592
5,-10635.7109
6,-95362.5482